(1)
Here is 14 unconnected molecules or ions with the total composition C6H40NO14 from the OMol25 dataset. Energies are from ωB97M-V/def2-TZVPD.

Output
HOMO-LUMO gap in eV: 8.341
HOMO level in Ha: -0.213
Strongest force on any atom in hartree/bohr: 0.063
LUMO energy in eV: 2.5
Total charge: -1
E_tot in hartree: -1360.7531

Last column: natural (NBO) charge in e.
Cartesian coordinates (Å):
C -0.358 -0.503 1.471  -0.2383
N -1.523 -0.250 2.392  -0.6346
C -1.363 0.910 3.301  -0.2212
C -1.710 2.311 2.591  -0.4489
C -0.467 3.227 2.533  -0.0522
O -0.667 4.354 1.749  -0.7568
C 0.261 -1.811 1.911  -0.4041
C 1.506 -2.231 1.127  -0.6095
H -0.942 -0.503 0.553  0.1881
H 0.438 0.242 1.363  0.2001
H -2.368 -0.117 1.856  0.3453
H -2.184 0.780 4.001  0.1810
H -0.343 1.001 3.643  0.2091
H -2.216 2.203 1.642  0.2060
H -2.298 2.704 3.444  0.1889
H -0.198 3.502 3.566  0.1652
H 0.346 2.550 2.184  0.1460
H 0.561 -1.636 2.962  0.1985
H -0.455 -2.609 2.039  0.2008
H 2.351 -1.706 1.567  0.2049
H 1.408 -2.092 0.054  0.1984
H 1.687 -3.291 1.308  0.2033
H 0.993 2.719 0.022  0.4788
H 2.026 2.215 -1.081  0.5070
O 1.912 2.853 -0.275  -1.0190
H 0.741 -3.878 -2.719  0.4594
H 1.038 -3.272 -1.432  0.4803
O 0.556 -4.034 -1.780  -0.9399
H -1.060 3.514 -1.390  0.4914
H -0.522 4.282 0.789  0.5040
O -0.712 3.079 -0.591  -0.9634
H -2.754 -5.102 -0.086  0.4529
H -2.414 -4.680 -1.487  0.4851
O -2.416 -5.471 -0.896  -0.9684
H 2.160 1.402 4.032  0.4682
H 2.317 0.121 3.328  0.4917
O 2.215 0.462 4.233  -0.9605
H -2.470 -2.656 -1.921  0.5071
H -2.335 -3.408 -3.120  0.4768
O -2.992 -3.285 -2.438  -0.9543
H 2.714 -1.249 -1.882  0.5046
H 2.064 -0.328 -2.807  0.4902
O 1.870 -1.181 -2.411  -1.0201
H 3.519 0.668 1.110  0.4814
H 2.549 1.809 0.940  0.5057
O 2.826 1.124 1.592  -1.0254
H -5.567 -1.675 -0.963  0.4674
H -4.682 -1.816 -2.283  0.4953
O -5.006 -1.206 -1.605  -0.9650
H 0.876 1.502 -3.041  0.5247
H 2.724 2.568 -2.680  0.4639
O 2.382 1.664 -2.582  -1.2185
H -0.101 1.366 -4.263  0.4657
H -0.873 2.182 -0.891  0.4970
O -0.127 1.440 -3.313  -1.0429
H -0.496 -1.281 -3.038  0.4811
H -1.160 0.096 -2.687  0.5098
O -1.307 -0.883 -2.724  -1.0140
H 4.692 0.300 -1.375  0.4588
H 3.302 0.731 -1.825  0.5069
O 3.785 0.015 -1.269  -1.0339

***

(2)
Here is 2 unconnected molecules or ions with the total composition C6H14N4 from the OMol25 dataset. Energies are from ωB97M-V/def2-TZVPD.

Output
HOMO-LUMO gap in eV: 8.090
HOMO level in Ha: -0.621
Strongest force on any atom in hartree/bohr: 0.043
LUMO energy in eV: -8.8
Total charge: +2
E_tot in hartree: -455.3299

Last column: natural (NBO) charge in e.
Cartesian coordinates (Å):
C 3.071 -0.199 1.620  -0.5523
C 1.916 -0.872 1.312  0.2183
C 4.088 0.150 0.799  0.6266
C -1.847 1.612 -0.544  -0.5767
C -1.520 -0.298 1.075  -0.6119
C -1.685 0.060 -0.393  -0.1316
N 4.958 0.523 0.127  -0.4544
N -0.557 -0.344 -2.333  -0.3333
N 1.453 -1.183 0.102  -0.7130
N -0.503 -0.045 -1.129  0.1018
H 3.261 0.054 2.658  0.3144
H 1.277 -1.147 2.142  0.2456
H -2.180 1.879 -1.543  0.2374
H -2.597 1.912 0.186  0.2718
H -0.924 2.137 -0.305  0.2436
H -1.367 -1.368 1.201  0.2228
H -2.427 -0.035 1.610  0.2707
H -0.693 0.252 1.513  0.2246
H -2.541 -0.453 -0.856  0.2274
H 5.851 0.624 -0.317  0.4982
H -1.430 -0.622 -2.812  0.4144
H 0.276 -0.243 -2.916  0.4301
H 2.057 -1.085 -0.702  0.4066
H 0.716 -1.870 0.048  0.4188

***

(3)
Here is C4H8BN in the gas phase from the OMol25 dataset. Energies are from ωB97M-V/def2-TZVPD.

Output
HOMO-LUMO gap in eV: 10.722
SMILES: CB[C@@H](C)C#N
HOMO level in Ha: -0.384
Strongest force on any atom in hartree/bohr: 0.105
LUMO energy in eV: 0.3
E_tot in hartree: -236.7289

Last column: natural (NBO) charge in e.
Cartesian coordinates (Å):
B 0.982 -0.428 0.066  0.6250
C -1.555 -0.097 -0.416  0.2646
C 0.874 -1.794 -0.483  -1.0275
C -0.260 1.924 0.376  -0.5899
C -0.309 0.424 0.020  -0.6207
N -2.536 -0.660 -0.608  -0.3480
H 1.837 0.176 0.576  -0.0570
H -0.838 0.091 1.199  0.3209
H -0.045 -2.341 -0.388  0.2584
H 1.570 -2.597 -0.160  0.2474
H 1.271 -1.709 -1.594  0.2770
H -0.054 2.548 -0.412  0.2114
H -1.279 2.278 0.574  0.2149
H 0.342 2.187 1.249  0.2234

***

(4)
Here is CCl6NP in the gas phase from the OMol25 dataset. Energies are from ωB97M-V/def2-TZVPD.

Output
HOMO-LUMO gap (alpha / beta) in eV: 7.243 / 7.258
HOMO level (alpha / beta) in Ha: -0.362 / -0.357
Strongest force on any atom in hartree/bohr: 0.073
LUMO energy (alpha / beta) in eV: -2.6 / -2.5
E_tot in hartree: -3195.2285

Last column: natural (NBO) charge in e.
Cartesian coordinates (Å):
C 0.260 0.598 1.004  -0.4549
N 0.276 -0.847 -1.096  -0.8133
P -0.405 -1.185 0.506  0.9886
Cl -0.332 0.776 2.631  0.0288
Cl 1.934 0.926 0.946  0.0895
Cl -0.643 1.761 -0.019  0.0217
Cl -0.434 -0.476 -2.483  0.6024
Cl -0.596 1.708 -3.214  -0.2580
Cl 0.967 -2.331 1.258  -0.2049

***

(5)
Here is a molecular structure, C29H72F6NO15S2V from the OMol25 dataset. Energies are from ωB97M-V/def2-TZVPD.

Output
HOMO-LUMO gap (alpha / beta) in eV: 7.465 / 2.084
HOMO level (alpha / beta) in Ha: -0.415 / -0.415
Strongest force on any atom in hartree/bohr: 0.131
LUMO energy (alpha / beta) in eV: -3.8 / -9.2
⟨S²⟩: 0.755
2S+1: 2
Total charge: +1
E_tot in hartree: -4670.6049

Last column: Löwdin charge in e.
Cartesian coordinates (Å):
O -4.439 -0.356 0.790  -0.2775
V -3.066 -1.052 0.328  0.9177
O -3.263 -2.615 -0.021  -0.3039
C -1.639 2.572 -0.859  -0.6224
F -1.560 3.924 -0.694  0.1461
F -2.874 2.234 -1.120  0.1709
F -0.861 2.157 -1.854  0.1372
S -1.061 1.543 0.659  0.7218
O 0.257 2.012 1.100  -0.2611
O -2.159 1.707 1.595  -0.2942
N -1.202 -0.095 0.059  -0.3474
S 0.296 -0.505 -0.161  0.5802
O 1.224 0.389 -0.778  -0.2696
O 0.901 -1.231 0.962  -0.2923
C 0.173 -1.789 -1.600  -0.6836
F 1.111 -2.670 -1.513  0.1653
F -0.951 -2.460 -1.442  0.1123
F 0.173 -1.184 -2.780  0.1515
C -4.833 3.318 1.633  -0.0723
C -5.538 4.647 1.594  -0.4850
C -5.483 5.406 0.223  -0.0278
O -6.883 4.552 2.019  -0.0355
H -5.341 2.600 0.989  0.0884
H -4.604 2.922 2.622  0.0799
H -3.840 3.339 1.185  0.0398
H -4.980 5.243 2.317  0.1267
H -4.499 5.168 -0.182  0.0542
H -5.486 6.486 0.369  0.0752
H -6.142 5.119 -0.596  0.0779
H -6.797 4.002 2.800  0.0815
C 0.315 1.042 -5.079  -0.0498
C 1.251 0.394 -6.067  -0.4928
C 1.735 -0.988 -5.588  -0.0715
O 0.588 0.234 -7.302  -0.0410
H 0.894 1.142 -4.161  0.0730
H -0.535 0.419 -4.798  0.0676
H 0.016 2.067 -5.297  0.0896
H 2.153 0.975 -6.262  0.1363
H 2.223 -0.960 -4.613  0.0655
H 2.368 -1.570 -6.257  0.0758
H 0.828 -1.576 -5.446  0.0735
H 1.239 -0.065 -7.941  0.0895
C -2.344 -0.850 4.531  -0.0347
C -1.427 -1.385 3.482  -0.4245
C -0.660 -2.715 3.877  -0.0061
O -2.290 -1.771 2.406  -0.1283
H -2.739 -1.632 5.180  0.0923
H -3.172 -0.279 4.110  0.0982
H -1.705 -0.254 5.182  0.0826
H -0.718 -0.635 3.130  0.1162
H 0.036 -2.533 4.695  0.0907
H -0.150 -3.126 3.006  0.0389
H -1.413 -3.444 4.179  0.0831
H -2.825 -2.474 2.782  0.1105
C 2.621 -4.129 1.014  -0.0258
C 1.858 -5.397 0.889  -0.3446
C 0.331 -5.208 0.874  0.0504
O 2.262 -6.085 -0.279  0.2737
H 3.674 -4.297 1.239  0.1120
H 2.270 -3.639 1.923  0.0953
H 2.530 -3.387 0.221  0.0884
H 2.125 -6.033 1.732  0.2048
H -0.160 -6.181 0.857  0.1046
H 0.118 -4.683 -0.057  0.0936
H -0.177 -4.729 1.712  0.0898
H 2.866 -5.531 -0.779  0.0902
C -3.644 -2.603 -3.446  -0.0311
C -3.346 -1.148 -3.127  -0.4821
C -3.907 -0.280 -4.226  -0.0472
O -3.977 -0.800 -1.913  -0.0890
H -3.179 -3.192 -2.657  0.0603
H -3.143 -2.935 -4.356  0.0933
H -4.717 -2.795 -3.436  0.0980
H -2.289 -0.888 -3.071  0.1201
H -4.971 -0.469 -4.369  0.0880
H -3.467 -0.493 -5.200  0.0946
H -3.891 0.790 -4.017  0.0873
H -4.928 -0.817 -2.040  0.1228
C 0.319 2.180 4.778  -0.0447
C -0.511 3.468 4.460  -0.4885
C -1.857 3.335 5.082  -0.0512
O 0.236 4.508 5.079  -0.0336
H 0.381 1.992 5.850  0.0884
H 1.314 2.342 4.364  0.0616
H -0.162 1.314 4.321  0.0450
H -0.555 3.534 3.373  0.1192
H -2.273 2.416 4.669  0.0654
H -2.531 4.119 4.737  0.0814
H -1.766 3.341 6.168  0.0960
H 0.892 4.730 4.414  0.0825
C 2.659 -4.381 -4.149  -0.0499
C 3.550 -5.294 -3.376  -0.5159
C 4.869 -5.568 -4.166  -0.0252
O 3.890 -4.729 -2.162  -0.0570
H 3.080 -3.375 -4.148  0.0818
H 1.706 -4.341 -3.621  0.0768
H 2.560 -4.741 -5.173  0.0989
H 3.062 -6.252 -3.194  0.1417
H 5.581 -6.024 -3.478  0.0862
H 5.250 -4.630 -4.569  0.0862
H 4.591 -6.184 -5.021  0.0879
H 4.564 -4.056 -2.283  0.1220
C 1.356 5.126 0.018  -0.0554
C 2.732 4.518 0.232  -0.4872
C 3.488 4.207 -1.073  -0.0366
O 3.505 5.472 0.940  -0.0460
H 0.761 5.020 0.925  0.0644
H 0.763 4.664 -0.771  0.0622
H 1.385 6.212 -0.074  0.0892
H 2.636 3.580 0.777  0.0944
H 4.540 4.011 -0.865  0.0797
H 3.387 4.966 -1.849  0.0812
H 2.994 3.307 -1.440  0.0687
H 3.335 5.446 1.884  0.0874
C 3.140 -0.523 3.679  -0.0535
C 4.127 0.338 2.953  -0.4956
C 3.592 1.474 2.089  -0.0425
O 4.934 0.992 3.925  -0.0508
H 2.642 -0.004 4.498  0.0849
H 3.637 -1.459 3.936  0.0753
H 2.377 -0.872 2.984  0.0481
H 4.816 -0.258 2.355  0.1317
H 3.006 1.142 1.232  0.0644
H 4.479 2.028 1.780  0.0908
H 2.930 2.140 2.643  0.0669
H 5.423 0.303 4.381  0.0872

***

(6)
Here is C6H10O in the gas phase from the OMol25 dataset. Energies are from ωB97M-V/def2-TZVPD.

Output
HOMO-LUMO gap in eV: 10.206
SMILES: C[C@H]1CC=CCO1
HOMO level in Ha: -0.336
Strongest force on any atom in hartree/bohr: 0.057
LUMO energy in eV: 1.1
E_tot in hartree: -309.7525

Last column: natural (NBO) charge in e.
Cartesian coordinates (Å):
C 0.034 -1.821 1.186  -0.7437
C 0.492 -0.412 1.038  0.1515
C 1.386 -0.081 -0.137  -0.4876
C 0.918 1.124 -0.914  -0.1888
C -0.335 1.557 -1.021  -0.2015
C -1.501 0.959 -0.307  -0.0980
O -1.075 0.173 0.780  -0.6309
H -0.042 -2.214 2.204  0.2198
H 0.447 -2.550 0.480  0.2099
H -0.975 -1.353 0.835  0.3390
H 0.737 0.124 1.955  0.2091
H 1.445 -0.940 -0.822  0.2206
H 2.417 0.084 0.210  0.2290
H 1.689 1.639 -1.476  0.2052
H -0.549 2.405 -1.663  0.2069
H -2.173 1.761 0.051  0.1823
H -2.119 0.378 -1.029  0.1772